Record 1
The following is a quantum chemistry calculation of C25H40BrNOP2Sr as an isolated structure, from the Open Molecules 2025 dataset.

Geometry as ORCA input:
```
! RIJCOSX wB97M-V def2-TZVPD def2/J DEFGRID3
* xyz 2 1
C 1.991 3.973 0.011
C 0.932 3.613 -0.865
C 1.282 3.354 -2.205
C 2.627 3.389 -2.592
N 3.610 3.626 -1.724
C 3.316 3.985 -0.467
C -0.438 3.429 -0.429
C -1.606 3.200 -0.113
C -2.769 2.821 0.649
C -2.874 1.485 1.088
C -3.491 1.169 2.294
C -4.316 2.154 2.851
C -4.550 3.381 2.222
C -3.694 3.746 1.155
Sr -0.698 0.758 2.373
P 1.967 -0.466 0.984
H 0.512 3.117 -2.927
H 1.796 4.268 1.039
H 2.910 3.127 -3.621
H 4.166 4.224 0.196
H -3.666 4.778 0.799
H -2.440 0.674 0.498
H -5.333 4.057 2.581
H -3.335 0.172 2.768
C 2.686 -2.190 1.062
C 3.779 -2.625 0.079
H 1.826 -2.878 0.975
H 3.050 -2.296 2.096
H 3.994 -3.686 0.262
H 3.474 -2.573 -0.978
H 4.733 -2.093 0.233
C 2.000 -0.058 -0.820
C 3.330 0.278 -1.479
H 1.323 0.794 -0.968
H 1.532 -0.905 -1.338
H 3.162 0.377 -2.561
H 3.716 1.261 -1.174
H 4.105 -0.489 -1.348
C 3.245 0.607 1.756
C 4.722 0.224 1.656
H 2.974 0.682 2.821
H 3.072 1.610 1.346
H 5.299 0.929 2.268
H 4.931 -0.772 2.075
H 5.122 0.299 0.632
Br -5.032 1.653 4.571
P -1.396 -1.607 -0.337
C -0.406 -2.560 -1.566
C -1.041 -3.814 -2.158
H 0.542 -2.835 -1.066
H -0.155 -1.852 -2.371
H -0.316 -4.316 -2.810
H -1.321 -4.549 -1.396
H -1.919 -3.588 -2.775
C -2.515 -2.857 0.451
C -3.836 -3.140 -0.252
H -2.717 -2.505 1.478
H -1.926 -3.780 0.561
H -4.444 -3.820 0.357
H -4.453 -2.247 -0.393
H -3.693 -3.620 -1.226
C -2.499 -0.546 -1.382
C -2.848 -0.978 -2.795
H -1.992 0.434 -1.421
H -3.431 -0.393 -0.818
H -3.431 -0.172 -3.258
H -1.974 -1.139 -3.437
H -3.478 -1.875 -2.788
O -1.233 -1.180 3.626
H -0.862 -2.071 3.495
H -1.596 -1.171 4.552
*
```

Its gap between HOMO and LUMO is 0.2674 Ha. The calculation puts the HOMO energy at -13.8 eV. The calculation puts the LUMO energy at -6.52 eV.

---

Record 2
The following is a quantum chemistry calculation of a 5-piece molecular cluster, C59H40FN3O10PS overall, from the Open Molecules 2025 dataset.

Geometry as ORCA input:
```
! RIJCOSX wB97M-V def2-TZVPD def2/J DEFGRID3
* xyz 1 1
O -3.247 -1.520 0.781
P -3.220 -1.033 -0.723
O -2.172 0.147 -0.790
S -3.272 -2.383 -2.052
N -4.605 -0.011 -0.760
C -5.851 -0.460 -0.719
N -6.201 -1.753 -0.702
C -7.469 -1.788 -1.494
C -8.098 -0.447 -1.120
F -8.836 0.082 -2.113
N -6.928 0.393 -0.796
H -2.562 -1.134 1.352
H -1.294 -0.166 -1.071
H -4.501 0.993 -0.860
H -5.464 -2.370 -1.053
H -8.111 -2.622 -1.240
H -7.198 -1.811 -2.548
H -8.710 -0.546 -0.224
H -7.069 0.869 0.097
C -6.406 5.005 -0.518
C -6.336 6.338 -0.124
C -6.432 6.675 1.219
C -6.626 5.685 2.174
C -6.725 4.356 1.775
C -6.588 4.025 0.441
C -6.974 3.253 2.746
O -7.046 2.096 2.363
C -7.120 3.622 4.176
C -7.392 2.628 5.107
C -7.517 2.953 6.447
C -7.362 4.271 6.862
C -7.093 5.268 5.939
C -6.977 4.952 4.593
C -6.708 6.054 3.619
O -6.551 7.197 3.980
H -6.312 4.741 -1.563
H -6.196 7.114 -0.864
H -6.362 7.705 1.542
H -6.649 2.985 0.157
H -7.505 1.607 4.769
H -7.733 2.180 7.171
H -7.455 4.520 7.910
H -6.973 6.297 6.246
C 2.728 0.164 -7.096
C 1.598 -0.527 -6.672
C 1.534 -1.032 -5.385
C 2.605 -0.858 -4.517
C 3.746 -0.180 -4.950
C 3.800 0.337 -6.238
C 4.930 -0.010 -4.058
O 5.915 0.592 -4.423
C 4.853 -0.609 -2.692
C 5.957 -0.505 -1.854
C 5.905 -1.034 -0.576
C 4.750 -1.664 -0.124
C 3.648 -1.772 -0.957
C 3.695 -1.250 -2.244
C 2.504 -1.395 -3.130
O 1.492 -1.945 -2.742
H 2.772 0.563 -8.100
H 0.766 -0.670 -7.349
H 0.662 -1.569 -5.038
H 4.689 0.865 -6.552
H 6.846 -0.011 -2.220
H 6.768 -0.963 0.073
H 4.718 -2.081 0.874
H 2.746 -2.267 -0.625
C 3.325 2.985 -0.304
C 2.987 1.686 0.055
C 1.735 1.411 0.577
C 0.821 2.440 0.766
C 1.172 3.751 0.427
C 2.420 4.016 -0.120
C 0.237 4.890 0.661
O 0.533 6.023 0.359
C -1.072 4.582 1.310
C -1.937 5.629 1.606
C -3.155 5.368 2.210
C -3.509 4.060 2.518
C -2.656 3.013 2.219
C -1.432 3.268 1.617
C -0.518 2.122 1.333
O -0.858 0.976 1.565
H 4.304 3.194 -0.719
H 3.703 0.889 -0.067
H 1.460 0.403 0.861
H 2.669 5.034 -0.383
H -1.638 6.638 1.361
H -3.823 6.186 2.445
H -4.453 3.845 2.997
H -2.921 1.993 2.460
C 7.103 -4.287 -2.717
C 7.584 -5.373 -3.441
C 7.892 -6.559 -2.795
C 7.728 -6.663 -1.419
C 7.259 -5.569 -0.692
C 6.942 -4.387 -1.346
C 7.100 -5.626 0.790
O 6.678 -4.673 1.413
C 7.482 -6.896 1.472
C 7.395 -6.968 2.857
C 7.734 -8.139 3.510
C 8.157 -9.247 2.784
C 8.249 -9.180 1.404
C 7.919 -8.005 0.743
C 8.053 -7.954 -0.744
O 8.413 -8.921 -1.378
H 6.857 -3.362 -3.223
H 7.719 -5.294 -4.512
H 8.263 -7.414 -3.342
H 6.573 -3.552 -0.773
H 7.062 -6.098 3.405
H 7.670 -8.193 4.589
H 8.417 -10.163 3.297
H 8.579 -10.030 0.823
*
```

Its gap between HOMO and LUMO is 0.2793 Ha. The calculation puts the HOMO energy at -10.9 eV. The calculation puts the LUMO energy at -3.32 eV.

---

Record 3
The following is a quantum chemistry calculation of a 5-piece molecular cluster, C4H19NO5 overall, from the Open Molecules 2025 dataset.

Geometry as ORCA input:
```
! RIJCOSX wB97M-V def2-TZVPD def2/J DEFGRID3
* xyz 0 1
C 3.246 -12.129 12.282
O 2.612 -13.344 12.050
C 2.100 -13.532 10.768
C 1.615 -15.003 10.677
C 2.851 -15.877 10.309
N 0.615 -15.253 9.672
H 2.479 -11.623 12.868
H 3.641 -11.445 11.531
H 4.021 -12.260 13.037
H 1.253 -12.855 10.658
H 2.750 -13.166 9.973
H 1.235 -15.429 11.606
H 3.614 -15.675 11.061
H 3.337 -15.651 9.360
H 2.600 -16.938 10.321
H 0.735 -16.213 9.381
H 0.763 -14.738 8.816
O 5.979 -14.478 15.031
H 5.538 -14.574 14.186
H 6.591 -13.754 14.901
O 6.127 -12.723 9.753
H 7.062 -12.793 9.562
H 5.979 -11.787 9.888
O 6.159 -15.051 7.795
H 6.230 -14.602 6.952
H 6.313 -14.367 8.445
O 5.896 -14.224 12.106
H 5.063 -13.759 12.027
H 6.386 -13.975 11.322
*
```

Its gap between HOMO and LUMO is 0.3241 Ha. The calculation puts the HOMO energy at -9.0 eV. The calculation puts the LUMO energy at -0.22 eV.

---

Record 4
The following is a quantum chemistry calculation of C7H18BrI2OOsP2 as an isolated structure, from the Open Molecules 2025 dataset.

Geometry as ORCA input:
```
! RIJCOSX wB97M-V def2-TZVPD def2/J DEFGRID3
* xyz 3 5
I 1.273 -5.574 -2.496
I 1.471 -6.165 0.113
Os -0.063 0.268 0.051
P 2.156 0.938 0.041
C 3.426 -0.323 -0.350
C 2.512 2.284 -1.149
H 3.548 2.626 -1.061
H 3.747 2.015 1.562
H 1.825 3.109 -0.943
H 2.042 2.440 1.918
H 3.231 -0.737 -1.344
H 2.329 1.924 -2.165
C 2.724 1.633 1.638
H 4.431 0.110 -0.326
H 2.678 0.855 2.405
H 3.363 -1.138 0.377
P -2.346 -0.125 0.127
C -2.930 -1.825 -0.225
C -3.106 0.259 1.749
H -3.058 1.954 -0.852
H -4.385 0.749 -0.912
H -3.020 0.657 -2.064
C -3.309 0.907 -1.040
H -2.846 1.288 2.010
H -4.195 0.144 1.713
H -4.022 -1.888 -0.159
H -2.482 -2.519 0.492
H -2.692 -0.410 2.508
H -2.610 -2.118 -1.229
C 0.336 -1.455 -0.382
O 0.593 -2.562 -0.661
Br -0.620 2.674 0.656
*
```

Its gap between HOMO and LUMO (alpha / beta) is 0.2897 / 0.1886 Ha. The calculation puts the HOMO energy (alpha / beta) at -19.5 / -19.3 eV. The expectation value of S² is 6.02. The calculation puts the LUMO energy (alpha / beta) at -11.64 / -14.20 eV.